This record from OMol25 describes a structure of composition C10H14BN7O3Ru at a distorted geometry. The level of theory is the ωB97M-V functional and the def2-TZVPD basis.

Computed properties:
HOMO-LUMO gap (alpha / beta)	8.725 / 4.191	eV
HOMO (alpha / beta)	-0.595 / -0.588	hartree
energy above the lowest of the compared OMol25 structures with the same formula, charge and spin	48.9	kcal per mole

The geometry in ORCA input format:
```
! RIJCOSX wB97M-V def2-TZVPD def2/J DEFGRID3
* xyz 2 5
H 0.911 3.140 0.320
N 0.521 1.631 -1.129
B 0.169 0.338 -3.276
N 0.524 1.621 -2.499
C 0.886 2.829 -2.975
Ru -0.059 -0.073 0.103
H 0.948 2.963 -4.056
C 1.106 3.659 -1.877
H 1.405 4.682 -1.926
C 0.857 2.871 -0.726
H 0.232 0.482 -4.471
C -0.594 -1.800 0.846
H -0.606 -1.708 1.938
H 0.106 -2.622 0.606
H -1.580 -2.192 0.561
N -1.243 -0.053 -2.807
N 1.128 -0.748 -2.751
N -1.492 -0.230 -1.465
N 1.217 -1.003 -1.398
C -2.377 -0.239 -3.505
C 1.999 -1.523 -3.421
H -2.341 -0.130 -4.596
H 2.057 -1.417 -4.509
C -3.380 -0.548 -2.608
C 2.649 -2.324 -2.496
C -2.800 -0.532 -1.333
C 2.129 -1.982 -1.235
H -4.404 -0.764 -2.865
H 3.398 -3.061 -2.723
H -3.252 -0.733 -0.367
H 2.354 -2.388 -0.254
H -1.130 0.860 0.884
O -0.977 0.449 3.719
N 0.136 0.199 3.341
O 1.097 -0.288 3.901
O 0.449 0.754 1.779
*
```



This record from OMol25 describes an isolated molecule of C10H14BrClI2O5S at a distorted geometry. The level of theory is the ωB97M-V functional and the def2-TZVPD basis.

Computed properties:
HOMO-LUMO gap	9.722	eV
structure (SMILES)	C[C@@H](I)C[C@@]1(CCCI)OS(=O)(=O)O[C@@]1(Cl)CC(=O)Br
HOMO	-0.359	hartree
energy above the lowest of the compared OMol25 structures with the same formula, charge and spin	15.8	kcal per mole

The geometry in ORCA input format:
```
! RIJCOSX wB97M-V def2-TZVPD def2/J DEFGRID3
* xyz 0 1
C -2.035 2.640 0.566
C -0.602 2.261 1.036
I -0.600 1.093 2.858
C 0.347 1.764 -0.094
C 0.297 0.259 -0.541
C -1.137 -0.304 -0.518
C -1.308 -1.826 -0.796
C -2.687 -2.242 -0.197
I -2.893 -4.387 -0.468
O 0.551 0.405 -2.005
S 2.154 0.748 -2.098
O 2.461 2.138 -2.182
O 2.797 0.134 -3.203
O 2.611 0.166 -0.600
C 1.507 -0.674 -0.207
Cl 1.798 -2.084 -1.376
C 1.581 -1.373 1.169
C 2.776 -0.881 2.034
O 2.761 0.064 2.684
Br 4.388 -2.017 1.962
H -2.717 1.788 0.484
H -1.909 3.209 -0.369
H -2.495 3.336 1.287
H -0.177 3.225 1.356
H 1.354 2.106 0.186
H 0.091 2.356 -0.987
H -1.678 0.227 -1.323
H -1.698 -0.089 0.400
H -1.254 -2.079 -1.860
H -0.572 -2.375 -0.190
H -3.524 -1.691 -0.636
H -2.615 -2.106 0.889
H 0.639 -1.354 1.733
H 1.786 -2.437 1.007
*
```



This record from OMol25 describes a cluster of 2 separate species, C10H14BrN2O in total at a distorted geometry. The level of theory is the ωB97M-V functional and the def2-TZVPD basis.

Computed properties:
HOMO-LUMO gap (alpha / beta)	7.429 / 5.088	eV
HOMO (alpha / beta)	-0.407 / -0.441	hartree

The geometry in ORCA input format:
```
! RIJCOSX wB97M-V def2-TZVPD def2/J DEFGRID3
* xyz 1 3
C -2.771 -0.436 -0.110
C -0.796 -2.282 -0.042
C -1.555 -0.005 -0.206
C -0.469 -0.971 -0.117
C 1.134 0.907 -0.152
C -3.125 -1.834 0.293
C -2.103 -2.911 0.039
C -1.175 1.475 -0.596
C 4.065 2.043 0.773
C 3.715 1.028 -0.275
N 0.891 -0.455 -0.193
N 0.206 1.752 -0.406
O -1.951 2.389 0.145
Br 4.110 -0.736 -0.072
H -3.666 0.117 -0.287
H 0.028 -3.022 -0.089
H -3.498 -1.777 1.309
H -4.015 -2.046 -0.252
H -2.193 -3.413 -0.921
H -2.017 -3.762 0.741
H -1.496 1.879 -1.595
H 3.658 3.035 0.586
H 3.753 1.647 1.659
H 5.160 2.259 0.827
H 3.676 1.383 -1.360
H 1.682 -1.049 -0.097
H 0.535 2.727 -0.700
H -1.782 2.055 1.097
*
```



This record from OMol25 describes a structure of composition C10H14CdSe2Te2. The level of theory is the ωB97M-V functional and the def2-TZVPD basis.

Computed properties:
HOMO-LUMO gap	7.227	eV
HOMO	-0.274	hartree

The geometry in ORCA input format:
```
! RIJCOSX wB97M-V def2-TZVPD def2/J DEFGRID3
* xyz 0 1
Cd -0.105 0.744 -0.012
C -2.223 2.802 3.966
C -1.410 2.556 2.694
C -1.678 3.653 1.668
C -1.688 1.156 2.180
C -2.786 0.867 1.368
C -3.061 -0.435 0.975
C -2.253 -1.499 1.361
C -2.510 -2.888 0.858
C -1.160 -1.218 2.182
C -0.880 0.080 2.579
H -2.010 3.789 4.378
H -2.006 2.062 4.738
H -3.293 2.749 3.750
H -0.347 2.590 2.956
H -2.734 3.700 1.392
H -1.093 3.524 0.755
H -1.402 4.625 2.080
H -3.444 1.662 1.042
H -3.911 -0.622 0.330
H -2.018 -3.037 -0.106
H -3.575 -3.072 0.716
H -2.119 -3.639 1.544
H -0.509 -2.020 2.508
H -0.021 0.274 3.211
Se -0.684 -0.491 -2.109
Te 1.265 0.769 -3.183
Te 3.088 0.541 -1.201
Se 1.983 2.056 0.519
*
```



This record from OMol25 describes a cluster of 6 separate species, C10H14Cl6N4 in total at a distorted geometry. The level of theory is the ωB97M-V functional and the def2-TZVPD basis.

Computed properties:
HOMO-LUMO gap	11.110	eV
structure (SMILES)	ClC(Cl)Cl.ClC(Cl)Cl.CC#N.CC#N.CC#N.CC#N
HOMO	-0.398	hartree
energy above the lowest of the compared OMol25 structures with the same formula, charge and spin	12.9	kcal per mole

The geometry in ORCA input format:
```
! RIJCOSX wB97M-V def2-TZVPD def2/J DEFGRID3
* xyz 0 1
Cl 2.393 -2.917 3.238
C 0.901 -2.512 4.062
Cl 1.212 -2.236 5.740
Cl -0.315 -3.808 3.818
H 0.490 -1.549 3.632
Cl -0.890 1.597 -5.067
C -0.703 -0.173 -5.333
Cl 0.909 -0.680 -5.779
Cl -1.838 -0.696 -6.575
H -0.855 -0.646 -4.368
C 2.995 1.402 -2.584
C 2.321 1.290 -1.295
N 1.928 1.292 -0.225
H 3.861 0.762 -2.605
H 3.264 2.441 -2.670
H 2.278 1.155 -3.363
C -3.937 0.503 3.853
C -2.616 -0.112 3.603
N -1.519 -0.390 3.417
H -4.652 0.115 3.131
H -3.938 1.582 3.662
H -4.265 0.354 4.895
C -0.635 2.713 0.432
C 0.013 3.646 -0.599
N 0.518 4.363 -1.329
H 0.017 1.910 0.664
H -1.563 2.439 -0.108
H -0.891 3.290 1.320
C 1.048 -2.784 -0.167
C 0.754 -2.046 -1.452
N 0.429 -1.388 -2.327
H 0.136 -3.373 0.128
H 1.346 -2.079 0.616
H 1.805 -3.466 -0.365
*
```



This record from OMol25 describes a structure of composition C10H14ClF7GaMnO3S at a distorted geometry. The level of theory is the ωB97M-V functional and the def2-TZVPD basis.

Computed properties:
HOMO-LUMO gap (alpha / beta)	4.395 / 4.427	eV
HOMO (alpha / beta)	-0.456 / -0.456	hartree

The geometry in ORCA input format:
```
! RIJCOSX wB97M-V def2-TZVPD def2/J DEFGRID3
* xyz 1 6
C -0.087 -4.653 1.527
C -0.264 -3.258 0.930
C -0.744 -3.286 -0.522
C -0.974 -1.887 -1.179
C -0.470 -0.671 -0.400
Ga -0.184 0.872 -1.675
C -1.781 2.058 -1.981
C -2.639 2.206 -0.762
O -3.232 1.314 -0.316
Cl -2.775 3.809 -0.006
S 1.774 2.028 -1.235
O 1.702 3.389 -1.685
O 2.811 1.253 -1.891
C 2.235 2.090 0.565
F 2.230 0.890 1.133
F 3.480 2.490 0.592
C 1.394 3.103 1.411
F 0.266 3.458 0.795
F 2.105 4.192 1.564
C 1.031 2.606 2.830
F 2.088 2.271 3.494
F 0.490 3.624 3.459
F 0.139 1.658 2.810
H -1.044 -5.143 1.691
H 0.609 -5.260 0.956
H 0.379 -4.513 2.501
H -0.884 -2.614 1.550
H 0.731 -2.805 0.931
H -1.705 -3.804 -0.535
H -0.065 -3.896 -1.118
H -0.388 -1.917 -2.180
H -2.036 -1.793 -1.401
H -1.157 -0.357 0.383
H 0.501 -0.857 0.050
H 0.104 0.061 -3.096
H -2.399 1.653 -2.783
H -1.462 3.044 -2.321
Mn 0.222 -1.353 -4.085
*
```



This record from OMol25 describes a structure of composition C10H14ClFeO3PS2Te. The level of theory is the ωB97M-V functional and the def2-TZVPD basis.

Computed properties:
HOMO-LUMO gap (alpha / beta)	5.542 / 5.761	eV
HOMO (alpha / beta)	-0.034 / -0.043	hartree
energy above the lowest of the compared OMol25 structures with the same formula, charge and spin	0.0	kcal per mole

The geometry in ORCA input format:
```
! RIJCOSX wB97M-V def2-TZVPD def2/J DEFGRID3
* xyz -2 5
Fe -1.748 -1.121 1.128
S -0.932 -1.364 3.308
C -1.016 0.294 3.888
C -0.776 0.550 5.244
C -0.803 1.831 5.773
C -1.080 2.907 4.938
C -1.323 2.674 3.593
C -1.297 1.390 3.038
S -1.614 1.210 1.314
H -0.562 -0.297 5.885
H -0.612 1.986 6.831
H -1.109 3.919 5.328
H -1.543 3.504 2.930
C 0.402 1.771 -3.162
C 0.163 0.931 -1.922
O -0.838 -0.051 -2.191
P -0.439 -1.608 -2.333
O -1.602 -2.375 -2.797
Te 0.584 -2.278 -0.247
O 0.690 -1.531 -3.523
C 2.080 -1.759 -3.348
C 2.436 -3.193 -3.689
H 1.181 2.515 -2.970
H -0.512 2.294 -3.447
H 0.712 1.138 -3.995
H -0.202 1.532 -1.089
H 1.086 0.450 -1.586
H 2.374 -1.536 -2.319
H 2.595 -1.058 -4.013
H 2.004 -3.864 -2.946
H 3.521 -3.327 -3.693
H 2.042 -3.457 -4.672
Cl -3.861 -2.075 0.743
*
```



This record from OMol25 describes a structure of composition C10H14F2KNO13S2 at a distorted geometry. The level of theory is the ωB97M-V functional and the def2-TZVPD basis.

Computed properties:
HOMO-LUMO gap (alpha / beta)	9.435 / 4.554	eV
HOMO (alpha / beta)	-0.505 / -0.505	hartree
energy above the lowest of the compared OMol25 structures with the same formula, charge and spin	46.6	kcal per mole

The geometry in ORCA input format:
```
! RIJCOSX wB97M-V def2-TZVPD def2/J DEFGRID3
* xyz 1 2
K 0.699 0.526 0.709
N -1.361 -0.112 -0.889
S -1.613 -1.150 -1.895
O -1.199 -0.825 -3.279
O -2.717 -2.013 -1.643
F -0.359 -2.001 -1.205
S -2.379 1.031 -1.624
O -3.810 0.887 -1.442
O -1.929 1.657 -2.883
F -2.024 2.192 -0.495
C 0.513 6.020 -1.807
C 0.916 5.519 -3.168
O 0.700 4.133 -2.830
C 0.720 3.893 -1.525
O 0.656 2.796 -0.999
O 0.884 5.022 -0.932
H -0.542 6.265 -1.684
H 0.906 6.941 -1.378
H 1.946 5.834 -3.337
H 0.263 5.895 -3.956
C 3.786 -3.696 -1.551
C 2.850 -2.975 -2.540
O 2.744 -1.696 -1.837
C 3.082 -1.767 -0.564
O 2.960 -0.910 0.308
O 3.428 -3.073 -0.335
H 4.798 -3.365 -1.786
H 3.675 -4.779 -1.499
H 1.863 -3.427 -2.640
H 3.398 -2.710 -3.445
C -2.417 -3.018 5.099
C -1.419 -2.285 4.214
C -2.098 -1.756 2.868
O -1.271 -0.633 2.570
C -0.676 -0.203 3.771
O -0.136 0.851 4.093
O -0.948 -1.038 4.724
H -2.163 -4.053 5.328
H -3.462 -3.015 4.790
H -2.672 -2.480 6.012
H -0.564 -2.880 3.892
H -3.069 -1.262 2.831
H -1.961 -2.342 1.959
*
```



This record from OMol25 describes the ion C10H14F3N2O4S with charge +1 at a distorted geometry. The level of theory is the ωB97M-V functional and the def2-TZVPD basis.

Computed properties:
HOMO-LUMO gap	8.005	eV
HOMO	-0.465	hartree

The geometry in ORCA input format:
```
! RIJCOSX wB97M-V def2-TZVPD def2/J DEFGRID3
* xyz 1 1
C 2.909 -0.910 0.302
C 2.620 0.224 -0.785
O 3.696 0.107 -1.761
C 2.784 1.661 -0.168
O 1.541 2.376 0.114
N 0.511 1.559 0.405
C 0.363 0.840 1.567
O 1.363 0.914 2.517
C -0.767 -0.024 1.861
C -1.847 -0.129 0.863
C -3.087 -1.047 1.083
O -3.462 -1.829 -0.059
C -2.460 -2.689 -0.475
F -1.640 -3.113 0.528
F -1.739 -2.139 -1.499
F -3.069 -3.808 -0.976
C -1.709 0.676 -0.364
N -2.657 0.702 -1.439
C -0.511 1.488 -0.548
S -0.322 2.491 -2.053
H 3.704 -1.624 -0.018
H 3.214 -0.432 1.275
H 1.975 -1.490 0.534
H 1.673 0.055 -1.357
H 3.522 -0.762 -2.171
H 3.324 2.278 -0.941
H 3.483 1.642 0.715
H 1.520 1.878 2.624
H -0.850 -0.617 2.805
H -2.914 -1.644 2.013
H -3.960 -0.368 1.304
H -3.542 0.280 -1.151
H -2.846 1.695 -1.642
H -0.818 1.758 -3.104
*
```



This record from OMol25 describes a structure of composition C10H14IP at a distorted geometry. The level of theory is the ωB97M-V functional and the def2-TZVPD basis.

Computed properties:
HOMO-LUMO gap	8.198	eV
HOMO	-0.285	hartree
energy above the lowest of the compared OMol25 structures with the same formula, charge and spin	0.0	kcal per mole

The geometry in ORCA input format:
```
! RIJCOSX wB97M-V def2-TZVPD def2/J DEFGRID3
* xyz 0 1
C 0.959 3.212 0.490
C 2.259 3.437 0.040
C 0.526 1.922 0.789
C 3.130 2.342 0.057
C 1.297 0.821 0.622
C 2.715 1.009 0.282
C 0.015 -0.280 -1.934
C -1.464 -2.501 1.564
C 0.595 -1.369 -1.065
C -1.026 -1.011 1.498
P 0.786 -0.926 0.738
I 4.000 -0.665 -0.052
H 0.243 4.004 0.375
H 2.524 4.566 -0.047
H -0.491 1.717 1.171
H 4.046 2.625 -0.269
H 0.277 -0.732 -2.944
H -1.096 -0.197 -1.960
H 0.556 0.664 -1.877
H -2.576 -2.486 1.706
H -1.407 -3.204 0.722
H -0.807 -2.936 2.322
H 1.685 -1.527 -1.366
H 0.116 -2.240 -1.292
H -0.979 -0.500 2.401
H -1.653 -0.538 0.729
*
```



This record from OMol25 describes the ion C10H14N with charge +1 at a distorted geometry. The level of theory is the ωB97M-V functional and the def2-TZVPD basis.

Computed properties:
HOMO-LUMO gap (alpha / beta)	5.465 / 5.467	eV
HOMO (alpha / beta)	-0.430 / -0.430	hartree
energy above the lowest of the compared OMol25 structures with the same formula, charge and spin	21.3	kcal per mole

The geometry in ORCA input format:
```
! RIJCOSX wB97M-V def2-TZVPD def2/J DEFGRID3
* xyz 1 1
C 4.501 0.250 -0.050
C 4.020 -1.035 -0.281
C 3.617 1.300 0.205
C 2.669 -1.280 -0.237
C 2.262 1.081 0.222
C 1.744 -0.223 -0.006
C -0.731 0.440 -0.001
C 0.387 -0.528 -0.068
C -3.082 0.940 -0.527
C -2.522 -1.221 0.478
N -2.075 -0.017 -0.164
H 5.564 0.436 -0.060
H 4.709 -1.840 -0.485
H 4.010 2.288 0.392
H 2.285 -2.275 -0.404
H 1.589 1.898 0.429
H -0.621 0.909 0.998
H -0.557 1.257 -0.711
H 0.118 -1.571 -0.173
H -3.421 1.539 0.327
H -2.710 1.608 -1.301
H -3.946 0.406 -0.923
H -2.832 -1.964 -0.264
H -1.734 -1.655 1.092
H -3.384 -1.012 1.118
*
```



This record from OMol25 describes an isolated molecule of C10H14N2O2S at a distorted geometry. The level of theory is the ωB97M-V functional and the def2-TZVPD basis.

Computed properties:
HOMO-LUMO gap (alpha / beta)	9.375 / 5.726	eV
HOMO (alpha / beta)	-0.347 / -0.277	hartree
energy above the lowest of the compared OMol25 structures with the same formula, charge and spin	143.3	kcal per mole

The geometry in ORCA input format:
```
! RIJCOSX wB97M-V def2-TZVPD def2/J DEFGRID3
* xyz 0 1
C 0.961 1.512 -2.329
C -0.157 -0.207 1.538
C 1.240 0.907 -1.165
C 0.809 -0.990 0.612
C 0.321 -0.055 -0.506
C -0.567 2.842 0.411
C -1.501 1.636 0.364
C -2.519 1.510 -0.774
C 1.491 -3.177 -0.482
C 0.493 -2.479 0.454
N 0.799 1.946 -3.408
N -0.673 0.428 0.474
O -0.124 -0.009 2.721
O 0.190 -3.122 1.660
S 0.413 3.141 1.812
H 2.042 1.071 -0.523
H 1.811 -0.900 0.815
H -0.098 -0.401 -1.424
H -0.159 3.423 -0.389
H -2.254 1.840 1.285
H -3.002 0.627 -0.773
H -1.940 1.643 -1.657
H -3.148 2.398 -0.826
H 2.440 -2.902 -0.289
H 1.448 -2.866 -1.451
H 1.286 -4.197 -0.561
H -0.472 -2.652 -0.234
H 1.065 -3.325 1.936
H -0.195 2.358 2.709
*
```



Summary of DFT total energy in hartree
-1117.3162, -4793.3474, -3147.7462, -5896.1642, -3369.5587, -5247.9452, -3745.0788, -3017.9942, -1497.3588, -1028.4124, -443.8819, -1047.4201
(order as listed above)